# C16H46O10

10 unconnected molecules or ions with the total composition C16H46O10 (the ωB97M-V functional and the def2-TZVPD basis, the Open Molecules 2025 dataset).

Each line ends with the Mulliken charge.
Cartesian coordinates (Å):
C  -3.1727  -4.5129  -0.7329  -1.03
C  -2.4227  -3.8631  -1.8721  0.52
O  -2.5821  -4.2172  -3.0142  -0.57
C  -1.4375  -2.7805  -1.5081  -0.28
H  -3.3727  -3.8374  0.0940  0.30
H  -2.5489  -5.3433  -0.3888  0.21
H  -4.0994  -4.9461  -1.1061  0.36
H  -0.9257  -2.4260  -2.4022  0.21
H  -0.6829  -3.1685  -0.8223  0.06
H  -1.9585  -1.9393  -1.0491  0.21
C  4.3935  1.4032  -0.9134  -0.66
C  4.1373  2.6311  -0.0909  0.73
O  3.9535  3.7144  -0.5900  -0.58
C  4.1119  2.4693  1.4171  -0.79
H  4.5738  1.6915  -1.9478  0.34
H  3.5263  0.7400  -0.8834  -0.10
H  5.2680  0.8749  -0.5283  0.41
H  4.2780  1.4404  1.7335  0.26
H  3.1438  2.8047  1.7837  0.04
H  4.8883  3.1088  1.8381  0.42
C  -4.5156  3.1555  -0.2332  -1.27
C  -3.0241  3.3217  -0.0548  0.71
O  -2.4091  4.1759  -0.6483  -0.53
C  -2.3402  2.3509  0.8769  -0.62
H  -4.9158  4.0140  -0.7664  0.36
H  -5.0402  3.0453  0.7148  0.37
H  -4.6866  2.2459  -0.8170  0.26
H  -2.8572  2.2997  1.8346  0.57
H  -1.2953  2.6129  1.0220  0.14
H  -2.3896  1.3430  0.4517  0.09
C  -1.3222  -0.0119  -4.3879  -0.39
O  -2.3614  0.8771  -4.0226  -0.49
H  -0.9992  0.2362  -5.3981  0.31
H  -0.4449  0.0573  -3.7362  0.08
H  -1.6513  -1.0578  -4.4156  0.26
H  -2.6588  0.6626  -3.1351  0.26
C  -0.4163  3.0174  -2.2883  -0.24
O  0.8295  2.4797  -2.7225  -0.49
H  -0.8342  2.3244  -1.5573  -0.23
H  -0.3070  3.9960  -1.8193  0.38
H  -1.1439  3.0890  -3.0994  0.36
H  1.2372  3.0770  -3.3537  0.26
C  1.6697  0.8273  3.9195  -0.74
O  1.0465  1.3092  2.7222  -0.36
H  1.6959  -0.2542  3.8626  0.24
H  2.6633  1.2673  4.0401  0.30
H  1.1145  1.1297  4.8154  0.31
H  0.9666  2.2669  2.7791  0.21
C  0.7845  -3.6512  1.8049  0.13
O  -0.2506  -4.6019  1.5403  -0.56
H  0.3414  -2.8665  2.4156  -0.07
H  1.5924  -4.1181  2.3756  0.36
H  1.1664  -3.2320  0.8730  -0.14
H  0.0376  -5.1809  0.8294  0.31
C  0.3412  0.0603  -0.1982  -0.03
O  1.2127  0.1326  -1.3339  -0.31
H  -0.6870  -0.1369  -0.5122  -0.21
H  0.6884  -0.7516  0.4351  0.06
H  0.3700  1.0019  0.3473  0.32
H  1.1059  1.0011  -1.7501  0.06
C  -1.7576  -0.5353  4.2045  -0.75
O  -1.4367  -0.0950  2.9051  -0.37
H  -1.4933  0.1777  4.9916  0.31
H  -2.8362  -0.6910  4.2665  0.27
H  -1.2750  -1.4936  4.4306  0.24
H  -0.6888  0.5185  2.9073  0.34
C  3.2806  -2.3240  -0.4773  -0.63
O  2.2470  -2.4320  -1.4342  -0.58
H  2.9824  -1.6551  0.3388  0.18
H  3.4558  -3.3175  -0.0618  0.30
H  4.2245  -1.9783  -0.9115  0.28
H  1.9130  -1.5333  -1.5865  0.35

## Properties
HOMO-LUMO gap: 9.538 eV
Highest occupied orbital energy: -0.3441 hartree
Lowest unoccupied orbital energy: 0.2 eV
ΔE to the lowest compared entry with this formula, charge and spin: 2.6 kcal/mol
Total charge: 0